No. 1
{
  "formula": "C3H8N2OS2",
  "method": "ωB97M-V/def2-TZVPD",
  "relative_energy_kcal_mol": 21.3,
  "homo_ev": -9.34,
  "charge": 0,
  "smiles": "CCN(S)C(=O)NS",
  "symbols": ["C", "C", "C", "H", "H", "H", "H", "H", "H", "H", "H", "N", "N", "O", "S", "S"],
  "positions_angstrom": [[1.261, -1.240, -0.554], [0.734, 0.167, -0.808], [-0.835, 0.467, 1.086], [0.481, -1.875, -0.085], [2.128, -1.211, 0.125], [1.565, -1.702, -1.465], [1.507, 0.792, -1.267], [-0.101, 0.143, -1.514], [1.813, 0.468, 2.166], [-2.681, -0.205, 0.896], [-2.354, 0.227, -1.982], [0.305, 0.854, 0.417], [-1.941, 0.123, 0.292], [-0.917, 0.359, 2.295], [1.549, 1.518, 1.385], [-2.514, 1.114, -0.986]],
  "lowdin_charge": [-0.08, -0.31, -0.69, 0.09, 0.07, 0.06, 0.11, 0.06, -0.12, 0.08, -0.15, -0.44, -0.33, 0.04, 0.85, 0.77]
}

No. 2
{
  "formula": "C26H38ClF16N3O11P",
  "method": "ωB97M-V/def2-TZVPD",
  "homo_ev": -12.21,
  "charge": 1,
  "symbols": ["N", "C", "N", "Cl", "C", "C", "C", "C", "C", "F", "N", "P", "O", "H", "H", "H", "H", "H", "H", "H", "H", "H", "H", "H", "H", "H", "C", "C", "O", "C", "O", "C", "F", "F", "F", "H", "H", "H", "H", "H", "C", "C", "O", "C", "O", "C", "F", "F", "F", "H", "H", "H", "H", "H", "C", "C", "O", "C", "O", "C", "F", "F", "F", "H", "H", "H", "H", "H", "C", "C", "O", "C", "O", "C", "F", "F", "F", "H", "H", "H", "H", "H", "C", "C", "O", "C", "O", "C", "F", "F", "F", "H", "H", "H", "H", "H"],
  "positions_angstrom": [[2.422, -0.570, -2.551], [1.182, -0.820, -2.782], [0.728, -2.146, -2.761], [-0.176, -2.515, -1.341], [-0.062, -2.182, -4.033], [-0.634, -0.726, -4.122], [-2.135, -0.823, -3.914], [-2.886, 0.505, -3.981], [-2.934, 1.111, -2.581], [-3.112, 2.474, -2.640], [0.178, 0.027, -3.106], [0.587, 1.688, -3.478], [0.434, 2.593, -2.350], [2.941, -1.279, -2.047], [2.931, 0.236, -2.886], [-0.819, -2.915, -3.815], [0.609, -2.462, -4.825], [-0.332, -0.429, -5.124], [-2.497, -1.509, -4.670], [-2.311, -1.321, -2.966], [-3.910, 0.306, -4.266], [-2.460, 1.203, -4.691], [-3.763, 0.708, -2.010], [-2.001, 0.905, -2.059], [-0.136, 2.194, -4.572], [1.954, 1.699, -3.841], [1.263, 0.730, 0.553], [1.609, 1.904, 1.440], [2.091, 1.458, 2.719], [3.358, 1.059, 2.746], [4.107, 1.035, 1.814], [3.754, 0.655, 4.174], [2.814, -0.128, 4.731], [3.893, 1.747, 4.941], [4.905, -0.010, 4.176], [0.549, 0.066, 1.044], [0.826, 1.071, -0.383], [2.150, 0.136, 0.324], [0.721, 2.498, 1.642], [2.340, 2.560, 0.970], [-0.133, 1.718, 5.033], [0.596, 1.639, 6.357], [0.074, 2.595, 7.297], [-1.052, 2.254, 7.911], [-1.663, 1.239, 7.757], [-1.452, 3.355, 8.903], [-1.360, 4.573, 8.342], [-0.647, 3.336, 9.979], [-2.704, 3.192, 9.328], [-0.101, 2.736, 4.640], [0.317, 1.047, 4.307], [-1.183, 1.447, 5.146], [1.644, 1.894, 6.226], [0.554, 0.635, 6.779], [-0.551, 8.955, 10.806], [-0.245, 8.116, 9.583], [-0.445, 8.867, 8.369], [0.533, 9.693, 8.027], [1.553, 9.872, 8.623], [0.187, 10.380, 6.697], [-1.075, 10.835, 6.695], [0.315, 9.510, 5.678], [1.000, 11.410, 6.466], [-1.559, 9.365, 10.744], [-0.470, 8.350, 11.708], [0.138, 9.794, 10.891], [-0.929, 7.272, 9.529], [0.767, 7.715, 9.614], [4.576, -7.935, -3.193], [3.462, -7.207, -2.473], [2.882, -6.176, -3.305], [2.007, -6.589, -4.212], [1.654, -7.710, -4.406], [1.455, -5.381, -4.982], [2.430, -4.533, -5.363], [0.595, -4.666, -4.216], [0.791, -5.742, -6.069], [5.329, -7.229, -3.545], [5.051, -8.652, -2.525], [4.200, -8.472, -4.062], [3.853, -6.694, -1.597], [2.687, -7.892, -2.133], [-5.069, -6.319, -9.386], [-3.563, -6.335, -9.240], [-3.102, -5.241, -8.415], [-3.214, -5.411, -7.109], [-3.651, -6.366, -6.542], [-2.644, -4.184, -6.383], [-3.082, -3.031, -6.917], [-1.299, -4.170, -6.445], [-2.983, -4.175, -5.088], [-5.405, -5.355, -9.768], [-5.389, -7.101, -10.072], [-5.561, -6.482, -8.427], [-3.089, -6.192, -10.208], [-3.206, -7.282, -8.837]],
  "lowdin_charge": [0.30, -0.48, -0.43, 0.78, -0.13, -0.26, -0.15, -0.15, -0.22, -0.03, -0.05, 0.75, -0.36, 0.16, 0.13, 0.09, 0.12, 0.15, 0.11, 0.11, 0.12, 0.11, 0.13, 0.09, 0.06, 0.03, -0.07, -0.18, 0.01, -0.39, 0.17, -0.53, 0.16, 0.17, 0.18, 0.08, 0.04, 0.06, 0.13, 0.13, -0.05, -0.19, 0.04, -0.40, 0.18, -0.54, 0.16, 0.16, 0.17, 0.09, 0.06, 0.08, 0.11, 0.13, -0.06, -0.19, 0.03, -0.40, 0.17, -0.54, 0.16, 0.16, 0.17, 0.08, 0.08, 0.08, 0.12, 0.13, -0.06, -0.19, 0.03, -0.40, 0.19, -0.51, 0.16, 0.12, 0.18, 0.08, 0.09, 0.08, 0.12, 0.13, -0.06, -0.18, 0.04, -0.41, 0.19, -0.52, 0.16, 0.14, 0.16, 0.09, 0.09, 0.08, 0.13, 0.13]
}

No. 3
{
  "formula": "C9H20ClCuF4N3O8S4",
  "method": "ωB97M-V/def2-TZVPD",
  "relative_energy_kcal_mol": 1.3,
  "homo_ev": -6.31,
  "charge": -1,
  "symbols": ["Cu", "C", "C", "C", "C", "N", "C", "C", "C", "C", "C", "H", "H", "H", "H", "H", "H", "H", "H", "H", "H", "H", "H", "H", "H", "H", "H", "H", "H", "H", "H", "Cl", "N", "S", "O", "O", "F", "S", "O", "O", "F", "N", "S", "O", "O", "F", "S", "O", "O", "F"],
  "positions_angstrom": [[-0.856, 0.214, -2.131], [1.492, -2.688, -1.385], [1.668, -2.292, 0.084], [1.481, -0.796, 0.327], [1.455, -0.422, 1.797], [1.504, 1.072, 2.067], [0.498, 1.831, 1.148], [0.045, 2.963, 2.031], [-0.088, 2.220, 3.364], [1.148, 1.393, 3.542], [2.895, 1.573, 1.820], [0.730, -2.091, -1.886], [1.268, -3.750, -1.426], [2.456, -2.456, -1.843], [2.635, -2.712, 0.372], [0.923, -2.860, 0.654], [0.553, -0.451, -0.112], [2.337, -0.276, -0.109], [2.281, -0.814, 2.397], [0.543, -0.764, 2.282], [1.138, 2.070, 0.299], [-0.297, 1.143, 0.890], [0.707, 3.830, 2.072], [-0.907, 3.348, 1.663], [-0.453, 2.961, 4.079], [-0.924, 1.518, 3.282], [2.004, 1.906, 3.969], [0.887, 0.452, 4.015], [2.808, 2.661, 1.847], [3.073, 1.413, 0.755], [3.648, 1.164, 2.480], [1.335, 1.613, -2.366], [-1.342, -1.227, -3.732], [-2.242, -2.441, -3.857], [-1.586, -3.684, -3.696], [-3.358, -2.382, -4.784], [-2.975, -2.246, -2.410], [-0.851, -1.018, -5.324], [-1.641, -0.053, -6.031], [-0.434, -2.181, -6.066], [0.433, -0.193, -4.928], [-1.968, 0.319, -0.252], [-2.997, 1.361, 0.218], [-2.876, 1.807, 1.599], [-4.334, 1.288, -0.292], [-2.351, 2.632, -0.518], [-2.387, -0.850, 0.897], [-3.745, -1.277, 1.000], [-1.600, -0.789, 2.106], [-1.735, -2.039, 0.093]],
  "lowdin_charge": [0.18, -0.08, -0.25, -0.20, -0.13, -0.24, -0.10, -0.14, -0.16, -0.07, 0.01, 0.05, 0.08, 0.08, 0.11, 0.10, 0.05, 0.10, 0.13, 0.10, 0.06, 0.07, 0.12, 0.11, 0.13, 0.10, 0.12, 0.13, 0.11, 0.09, 0.11, -0.24, -0.32, 0.44, -0.27, -0.28, -0.22, 0.54, -0.27, -0.26, -0.21, -0.31, 0.45, -0.29, -0.24, -0.18, 0.55, -0.22, -0.28, -0.16]
}

| no. | lowest unoccupied orbital energy (eV) | frontier orbital gap (hartree) | largest force on an atom (Eh/bohr) |
| --- | --- | --- | --- |
| 1 | 0.60 | 0.36533 | 0.02663 |
| 2 | -4.59 | 0.28014 | 0.05149 |
| 3 | 1.77 | 0.29703 | 0.13735 |